No. 1
C4H6N2O in the gas phase. Source: OMol25; level of theory: ωB97M-V/def2-TZVPD.

## Properties
DFT total energy = -9272.558 eV
Gap between HOMO and LUMO = 9.355 eV
Relative energy (zero: lowest compared OMol25 entry of this formula, charge and spin) = 0.944 eV
LUMO = 0.6 eV
Structure (SMILES) = N[C@@H]1NC=CC1=O
F_max = 0.4 eV/A
HOMO level = -8.741 eV

Last column: Mulliken charge in e.
Positions of all 13 atoms, in Å:
N (0.44, -1.95, 0.26)  -0.62
C (0.30, -0.63, -0.29)  0.17
N (1.06, 0.37, 0.43)  -0.27
C (0.39, 1.56, 0.35)  -0.42
C (-0.88, 1.44, -0.11)  -0.54
C (-1.10, 0.03, -0.38)  0.43
O (-2.11, -0.59, -0.65)  -0.62
H (-0.04, -2.61, -0.35)  0.27
H (-0.03, -2.00, 1.16)  0.27
H (0.64, -0.67, -1.34)  0.29
H (2.07, 0.33, 0.43)  0.26
H (0.89, 2.47, 0.66)  0.39
H (-1.62, 2.23, -0.19)  0.40

=====

No. 2
C2H2ClFO2 in the gas phase. Source: OMol25; level of theory: ωB97M-V/def2-TZVPD.

## Properties
DFT total energy = -21440.473 eV
Gap between HOMO and LUMO = 11.405 eV
Relative energy (zero: lowest compared OMol25 entry of this formula, charge and spin) = 0.884 eV
LUMO = 0.5 eV
Structure (SMILES) = O=C(O)[C@@H](F)Cl
F_max = 4.8 eV/A
HOMO level = -10.865 eV

Last column: Mulliken charge in e.
Positions of all 8 atoms, in Å:
O (-1.43, 0.53, 1.17)  -0.45
C (-1.04, 0.03, 0.15)  0.45
O (-1.68, -0.83, -0.82)  -0.42
C (0.39, 0.44, -0.44)  0.21
F (0.84, 1.72, -0.35)  -0.20
Cl (1.39, -0.90, 0.25)  -0.14
H (-2.56, -0.85, -0.56)  0.33
H (0.26, 0.32, -1.56)  0.23

=====

No. 3
C19H39F3NO5Y as an isolated structure. Source: OMol25; level of theory: ωB97M-V/def2-TZVPD.

## Properties
DFT total energy = -41261.051 eV
Gap between HOMO and LUMO = 8.902 eV
Relative energy (zero: lowest compared OMol25 entry of this formula, charge and spin) = 0.245 eV
LUMO = 0.3 eV
F_max = 3.2 eV/A
HOMO level = -8.650 eV

Last column: Mulliken charge in e.
Positions of all 68 atoms, in Å:
Y (-0.14, 0.66, 0.46)  1.00
C (2.90, 3.96, 0.64)  -1.57
C (2.26, 2.89, -0.24)  1.52
C (3.31, 2.31, -1.19)  -1.40
O (1.69, 1.93, 0.55)  -0.58
H (3.13, 4.88, 0.11)  0.37
H (3.79, 3.56, 1.13)  0.33
H (2.20, 4.18, 1.46)  0.37
H (1.54, 3.40, -0.90)  -0.56
H (2.89, 1.45, -1.73)  0.26
H (4.23, 1.98, -0.70)  0.29
H (3.55, 3.02, -1.98)  0.45
C (-2.56, -1.68, -2.63)  -1.39
C (-1.34, -0.75, -2.57)  0.52
C (-1.54, 0.40, -3.56)  -1.42
O (-1.22, -0.28, -1.30)  -0.30
H (-2.63, -2.30, -1.73)  0.29
H (-2.63, -2.33, -3.51)  0.33
H (-3.46, -1.05, -2.56)  0.36
H (-0.47, -1.31, -2.96)  0.11
H (-0.68, 1.08, -3.48)  0.25
H (-2.44, 0.97, -3.32)  0.28
H (-1.62, 0.04, -4.59)  0.43
C (-2.28, 2.58, 1.59)  0.37
O (-1.60, 2.84, 0.31)  0.03
O (-1.53, 1.67, 2.16)  -0.99
C (-2.67, 3.93, 2.16)  0.66
F (-1.64, 4.83, 2.13)  -0.26
F (-3.65, 4.47, 1.43)  -0.26
F (-3.11, 3.84, 3.42)  -0.28
C (-2.17, 3.55, -0.78)  -0.28
C (-1.10, 3.77, -1.83)  -1.02
H (-1.50, 4.37, -2.64)  0.48
H (-0.25, 4.31, -1.43)  0.29
H (-0.75, 2.82, -2.26)  -0.04
H (-2.51, 4.53, -0.46)  0.32
H (-3.05, 3.01, -1.17)  0.27
H (-3.26, 2.14, 1.29)  0.26
C (2.80, -2.61, 1.61)  -1.89
C (1.81, -2.17, 0.53)  1.66
C (1.57, -3.39, -0.38)  -1.44
C (0.53, -4.43, 0.07)  -0.93
C (-0.75, -3.72, 0.49)  -0.93
C (-0.54, -2.61, 1.52)  1.07
N (0.51, -1.69, 1.06)  2.32
O (0.81, -0.73, 2.11)  -0.65
C (-1.85, -1.85, 1.63)  -2.17
C (-0.19, -3.31, 2.86)  -1.74
C (2.44, -1.12, -0.38)  -2.01
H (3.74, -2.83, 1.10)  0.48
H (2.52, -3.50, 2.16)  0.31
H (3.02, -1.79, 2.30)  0.40
H (1.25, -3.03, -1.36)  0.53
H (2.49, -3.95, -0.51)  0.40
H (0.97, -5.14, 0.77)  0.44
H (0.32, -4.97, -0.85)  0.41
H (-1.53, -4.39, 0.83)  0.52
H (-1.12, -3.25, -0.43)  -0.14
H (-1.90, -1.05, 2.38)  0.41
H (-2.03, -1.36, 0.66)  0.33
H (-2.70, -2.52, 1.76)  0.55
H (0.04, -2.57, 3.65)  0.42
H (-1.13, -3.69, 3.27)  0.47
H (0.56, -4.09, 2.76)  0.36
H (3.20, -1.61, -0.98)  0.53
H (2.91, -0.30, 0.17)  0.44
H (1.68, -0.70, -1.05)  0.08
H (0.87, -1.29, 2.90)  0.28